# 1
44
Properties=species:S:1:pos:R:3:forces:R:3 method="wB97M-V/def2-TZVPD" homo_energy_ev=-7.5 e_above_lowest_kj_mol=116.0 spin_multiplicity=1 orbital_gap_ha=0.36247 total_charge=-1 e_tot_ha=-1146.0283
O 0.228 0.164 -4.075 -0.43 -0.06 0.10
H 0.895 0.714 -4.487 0.12 0.05 0.17
H 3.413 -0.654 -0.032 -0.24 -0.17 -1.41
O -2.213 -1.099 -4.525 0.44 0.23 0.04
H -1.498 -0.904 -5.127 0.22 -0.18 -1.20
H -1.707 -0.707 -3.808 -0.35 -0.18 0.80
O 4.014 -1.185 -0.585 2.25 0.30 0.29
H -2.238 1.228 -0.844 0.11 -0.05 -0.41
H 3.780 -1.837 -1.233 -1.19 0.17 0.03
O 0.099 -2.020 1.354 0.01 -0.04 0.41
H 0.662 -1.254 1.198 -0.05 0.09 -0.13
H -0.263 -2.279 0.507 -0.20 0.11 -0.30
O 3.065 -1.366 1.956 0.11 0.39 1.11
H 2.695 -1.223 1.087 -0.51 -0.77 0.37
H 2.995 -2.246 2.322 -0.26 -0.23 -0.55
O -0.436 1.687 -0.572 -0.19 0.11 0.43
H -0.315 2.611 -0.799 0.32 -0.02 -0.06
H 0.384 1.180 -0.770 -0.38 0.13 0.04
O -3.231 -1.671 -0.544 0.13 -0.29 -0.13
H -3.668 -1.450 0.284 0.11 0.22 0.12
H -2.974 -0.820 -0.949 -0.14 -0.01 0.47
O 1.178 -0.218 -1.687 0.59 -1.03 0.78
H 1.069 -1.171 -1.702 -0.24 -0.28 -0.33
H 0.480 0.062 -3.114 0.48 0.24 -0.49
O 0.540 3.374 4.582 -0.19 -0.23 -0.44
H 0.556 2.664 3.906 0.53 -0.09 0.31
H -0.315 3.735 4.350 -0.30 0.53 0.33
O -3.217 -0.390 2.300 -0.77 -0.26 -0.04
H -2.288 -0.540 2.138 0.55 0.10 0.02
O -4.386 -0.800 -2.982 -1.36 -0.61 -0.51
H -4.302 -1.242 -2.129 0.29 0.26 -0.04
H -3.745 -0.104 -3.066 -0.05 -0.02 0.21
O 0.345 1.365 2.761 -0.36 -0.54 -0.72
H 1.018 0.760 2.421 0.54 0.04 0.16
H -0.160 1.458 1.938 -0.10 0.39 0.04
O 2.084 0.542 0.377 0.05 -0.94 0.44
H 2.686 1.280 0.262 0.08 -0.05 -0.16
H 1.815 -0.105 -0.662 -0.77 2.00 -0.66
O -2.828 0.901 -1.551 -0.52 0.35 1.20
H -2.215 0.712 -2.243 0.96 0.08 -0.78
H -3.355 0.538 2.500 0.30 0.04 -0.02
O 4.197 0.096 3.728 -0.71 0.48 0.12
H 3.630 0.187 4.503 0.25 0.10 0.13
H 3.526 0.026 3.011 0.86 -0.38 0.27

=====

# 2
6
Properties=species:S:1:pos:R:3:forces:R:3 method="wB97M-V/def2-TZVPD" homo_energy_ev=-9.3 smiles=[PH2]#P(I)I e_above_lowest_kj_mol=89.8 spin_multiplicity=1 orbital_gap_ha=0.26914 e_tot_ha=-1279.2787
P -1.015 -0.807 0.195 0.67 -0.92 -1.67
P 0.657 0.346 1.112 0.92 -1.02 -1.50
I 0.721 2.460 -0.112 0.10 -0.30 0.10
I 2.557 -1.337 -0.239 -1.46 1.34 0.98
H -2.076 0.082 0.394 -0.02 0.49 -0.19
H -0.844 -0.744 -1.349 -0.20 0.40 2.28

=====

# 3
6
Properties=species:S:1:pos:R:3:forces:R:3 method="wB97M-V/def2-TZVPD" homo_energy_ev="-9.5 / -8.4" e_above_lowest_kj_mol=240.1 spin_multiplicity=1 orbital_gap_ha="0.28151 / 0.19037" e_tot_ha=-1279.2214
P 0.080 -0.262 -0.088 1.40 0.30 -1.01
P -1.790 -0.985 0.511 -1.48 1.23 0.37
I -2.610 1.376 0.894 0.00 -0.91 0.06
I 4.228 0.645 0.907 -0.11 -0.02 -0.02
H 0.178 -1.338 -0.973 0.62 -0.69 -0.03
H -0.086 0.565 -1.251 -0.43 0.08 0.62

=====

# 4
7
Properties=species:S:1:pos:R:3:forces:R:3 method="wB97M-V/def2-TZVPD" homo_energy_ev=-10.4 smiles="NS(=O)(=O)I" e_above_lowest_kj_mol=176.9 spin_multiplicity=1 orbital_gap_ha=0.32673 e_tot_ha=-902.2235
N 0.369 -1.038 0.071 -2.45 0.39 -0.40
O 0.850 1.393 0.382 0.52 0.58 0.04
O -1.384 0.499 1.533 4.76 -0.15 -6.16
S -0.249 0.504 0.221 -4.40 -0.61 6.66
I -1.274 1.005 -1.827 -0.52 -0.08 -0.57
H 0.444 -1.398 -0.857 -0.21 -0.05 -0.68
H 1.244 -0.965 0.477 2.30 -0.08 1.12

=====

# 5
4
Properties=species:S:1:pos:R:3:forces:R:3 method="wB97M-V/def2-TZVPD" homo_energy_ev=-3.5 e_above_lowest_kj_mol=7.5 spin_multiplicity=1 orbital_gap_ha=0.27242 total_charge=-1 e_tot_ha=-374.2299
O 0.556 0.489 -0.935 0.61 -0.76 0.34
H 1.362 -0.066 -0.828 -1.02 0.58 0.01
H -0.065 0.162 -0.246 0.28 0.18 -0.23
I -1.853 -0.586 2.008 0.13 0.01 -0.13

=====

# 6
4
Properties=species:S:1:pos:R:3:forces:R:3 method="wB97M-V/def2-TZVPD" homo_energy_ev=-3.7 e_above_lowest_kj_mol=27.5 spin_multiplicity=1 orbital_gap_ha=0.27914 total_charge=-1 e_tot_ha=-374.2223
O 0.838 0.551 0.114 0.30 1.47 0.67
H 0.289 -0.251 -0.043 0.13 0.39 0.06
H 0.207 1.218 0.468 0.58 -0.96 -0.47
I -1.334 -1.518 -0.540 -1.00 -0.91 -0.27

=====

# 7
7
Properties=species:S:1:pos:R:3:forces:R:3 method="wB97M-V/def2-TZVPD" homo_energy_ev=-9.6 smiles="O=[N+]([O-])NS" e_above_lowest_kj_mol=226.1 spin_multiplicity=1 orbital_gap_ha=0.36024 e_tot_ha=-659.2178
N -0.361 0.883 -0.051 -0.06 -1.85 3.86
N -0.915 1.204 -1.224 -0.39 0.60 -0.55
O -2.033 1.679 -1.187 -0.23 -0.37 -0.31
O -0.157 1.115 -2.171 -0.82 0.32 -0.78
S 1.219 0.207 -0.116 0.87 1.56 -1.21
H -0.974 0.491 0.786 1.31 1.53 -2.78
H 1.720 1.255 -1.027 -0.69 -1.79 1.78

=====

# 8
7
Properties=species:S:1:pos:R:3:forces:R:3 method="wB97M-V/def2-TZVPD" homo_energy_ev=-10.5 smiles="NO[N+](=O)[O-]" e_above_lowest_kj_mol=113.9 spin_multiplicity=1 orbital_gap_ha=0.41537 e_tot_ha=-336.2217
N -1.148 0.198 -0.078 -0.77 -0.38 5.31
N 1.292 0.070 0.035 -4.06 2.85 0.32
O 1.153 1.247 0.066 0.22 0.05 -0.05
O 2.211 -0.602 -0.053 2.15 -2.66 -0.11
O -0.124 -0.691 0.146 2.32 -0.58 -0.72
H -1.591 -0.094 -0.882 -1.12 -0.82 -2.45
H -1.793 -0.127 0.765 1.26 1.55 -2.29

=====

# 9
8
Properties=species:S:1:pos:R:3:forces:R:3 method="wB97M-V/def2-TZVPD" homo_energy_ev="-9.4 / -9.4" smiles="O=N[SiH2][N+](=O)[O-]" e_above_lowest_kj_mol=197.7 spin_multiplicity=1 orbital_gap_ha="0.29969 / 0.30071" e_tot_ha=-625.7062
N 2.283 0.624 1.030 -1.60 0.66 -0.84
N 0.438 -1.739 1.024 -1.54 -0.80 2.91
O 2.037 1.761 1.299 0.55 -0.90 0.00
O 0.991 -2.678 0.519 0.81 -0.79 -0.82
O -0.200 -1.855 2.113 1.13 0.79 -2.05
Si 0.528 -0.120 0.155 1.82 -0.43 2.07
H 0.354 -0.635 -1.163 -0.18 0.32 -1.08
H -0.385 0.462 1.078 -0.99 1.15 -0.19

=====

# 10
9
Properties=species:S:1:pos:R:3:forces:R:3 method="wB97M-V/def2-TZVPD" homo_energy_ev=-4.9 smiles="N[P@](=O)([O-])[N+](=O)[O-]" e_above_lowest_kj_mol=234.6 spin_multiplicity=1 orbital_gap_ha=0.32860 total_charge=-1 e_tot_ha=-753.0485
N -0.130 0.110 0.260 -1.98 1.67 -1.52
N -1.504 -1.668 -1.432 -0.85 1.31 -2.19
O -1.338 -2.015 1.281 -0.54 0.33 -0.20
O -1.357 -0.705 -2.188 0.13 0.79 0.10
O -2.067 -2.646 -1.834 -0.59 -1.36 0.77
O 0.678 -2.441 -0.670 -4.63 4.17 3.45
P -0.616 -1.512 0.104 6.40 -4.47 -1.39
H -0.924 0.898 0.092 2.30 -2.76 0.58
H 0.518 0.190 -0.537 -0.23 0.32 0.42

=====

# 11
10
Properties=species:S:1:pos:R:3:forces:R:3 method="wB97M-V/def2-TZVPD" homo_energy_ev=-11.4 smiles="O=S(=O)(O)O.N#[N+][O-]" e_above_lowest_kj_mol=0.0 spin_multiplicity=1 orbital_gap_ha=0.41609 e_tot_ha=-884.9992
N 1.765 1.725 0.285 -6.12 -0.55 0.78
N 0.658 1.556 0.421 1.84 1.99 -0.29
O -1.827 0.096 -0.257 2.32 1.99 -2.92
O -0.901 -2.146 -0.768 -0.29 -0.44 0.60
O 0.030 -0.110 -1.702 0.28 -0.01 1.23
O 2.877 1.907 0.173 4.80 0.58 -0.57
O 0.199 -0.591 0.753 0.86 -3.47 2.63
S -0.570 -0.777 -0.595 -0.83 -0.35 -1.57
H -2.455 -0.231 0.301 -2.55 -1.90 2.56
H 0.223 -1.429 1.390 -0.31 2.17 -2.45

=====

# 12
6
Properties=species:S:1:pos:R:3:forces:R:3 method="wB97M-V/def2-TZVPD" homo_energy_ev=-8.9 e_above_lowest_kj_mol=332.2 spin_multiplicity=1 orbital_gap_ha=0.25725 e_tot_ha=-793.2714
N 2.291 -0.068 1.550 0.43 -0.36 0.29
N -1.423 -0.672 -1.215 -0.51 2.56 0.10
P -0.656 -1.274 -0.026 0.02 -0.98 -0.45
P 0.978 0.127 0.864 -1.71 2.58 -1.27
H -1.601 0.342 -1.561 0.94 -2.25 0.73
H 0.412 1.544 0.388 0.82 -1.55 0.60